DFT (ωB97M-V/def2-TZVPD) results for 17 unconnected molecules or ions with the total composition C51H102O17 in a non-equilibrium geometry.

Output
Energy relative to the best compared isomer or geometry (same formula, charge and spin) (kJ/mol): 0.0
Calculated total energy (hartree): -3283.50744
Total charge: 0
HOMO (Eh): -0.338

Each atom is followed by the atoms it is bonded to, with distances in Å.
Atoms and positions in Å:
1 O 19.56338 16.44043 14.02611  C20 1.245
2 O 8.74815 13.45450 16.19607  C37 1.205
3 O 14.00711 11.59134 17.88226  C64 1.218
4 O 17.50024 15.26559 17.79038  C33 1.208
5 O 15.60835 7.82708 8.44840  C59 1.215
6 O 23.28422 10.39801 16.33370  C23 1.216
7 O 20.30031 11.04287 12.37405  C49 1.208
8 O 15.28850 12.95139 9.84378  C24 1.208
9 O 14.12772 17.28603 15.08668  C27 1.215
10 O 15.74796 8.05037 14.34417  C40 1.216
11 O 8.11796 18.04125 15.18819  C58 1.216
12 O 11.66498 12.63438 8.33777  C55 1.211
13 O 17.46696 15.44350 11.42411  C57 1.220
14 O 16.70659 11.11499 14.98637  C26 1.220
15 O 10.73389 8.44792 15.22618  C60 1.226
16 O 11.07086 8.77202 11.59074  C30 1.222
17 O 12.43855 13.68402 13.30026  C35 1.226
18 C 17.89242 8.52921 13.42982  C40 1.513, H113 1.072, H117 1.091, H120 1.081
19 C 19.15249 15.58805 9.79518  C57 1.491, H122 1.087, H156 1.086, H164 1.094
20 C 18.56525 16.89230 14.61777  O1 1.245, C21 1.542, C68 1.474
21 C 17.41156 15.90846 14.89592  C20 1.542, H81 1.079, H148 1.091, H168 1.119
22 C 13.87897 15.85115 16.99724  C27 1.497, H87 1.095, H94 1.086, H147 1.104
23 C 22.51656 10.03317 15.46448  O6 1.216, C50 1.506, C51 1.495
24 C 15.63580 12.86536 8.69037  O8 1.208, C31 1.491, C43 1.501
25 C 15.25608 8.56843 10.73366  C59 1.573, H93 1.093, H103 1.085, H129 1.095
26 C 15.83440 11.86529 14.57982  O14 1.220, C48 1.511, C66 1.505
27 C 14.37370 17.05244 16.25285  O9 1.215, C22 1.497, C41 1.528
28 C 12.46938 11.65875 10.34389  C55 1.536, H73 1.064, H90 1.102, H165 1.085
29 C 17.20612 13.15741 18.82425  C33 1.516, H139 1.091, H158 1.081, H167 1.083
30 C 9.90920 8.41805 11.45374  O16 1.222, C45 1.477, C46 1.537
31 C 15.58313 13.96268 7.68163  C24 1.491, H84 1.091, H105 1.078, H163 1.079
32 C 18.30126 17.61035 11.23043  C57 1.498, H109 1.090, H114 1.108, H154 1.091
33 C 17.87945 14.12171 17.86792  O4 1.208, C29 1.516, C39 1.484
34 C 13.97428 15.16217 12.19023  C35 1.519, H99 1.088, H111 1.089, H150 1.103
35 C 12.65056 14.80115 12.84258  O17 1.226, C34 1.519, C42 1.497
36 C 12.99978 9.68184 18.90061  C64 1.486, H88 1.076, H151 1.086, H155 1.073
37 C 9.70482 12.86261 15.76511  O2 1.205, C62 1.533, C67 1.519
38 C 9.99560 16.75385 15.99168  C58 1.523, H121 1.095, H123 1.092, H134 1.087
39 C 19.11470 13.61783 17.21834  C33 1.484, H97 1.092, H118 1.080, H132 1.079
40 C 16.94539 8.13191 14.54073  O10 1.216, C18 1.513, C53 1.503
41 C 15.15837 18.07480 17.07342  C27 1.528, H76 1.071, H124 1.085, H135 1.106
42 C 11.62936 15.89468 12.79477  C35 1.497, H92 1.077, H112 1.071, H115 1.075
43 C 16.08431 11.56155 8.09680  C24 1.501, H85 1.106, H119 1.097, H142 1.106
44 C 12.96053 9.38515 15.18972  C60 1.548, H77 1.089, H86 1.087, H130 1.110
45 C 9.46772 7.25296 10.65961  C30 1.477, H78 1.109, H79 1.078, H161 1.087
46 C 8.87600 9.19710 12.28406  C30 1.537, H98 1.114, H160 1.061, H169 1.086
47 C 19.19828 12.95172 13.21825  C49 1.493, H72 1.094, H83 1.076, H128 1.094
48 C 15.07624 11.50234 13.32422  C26 1.511, H100 1.092, H125 1.102, H137 1.077
49 C 19.41176 11.84934 12.23427  O7 1.208, C47 1.493, C65 1.522
50 C 21.06610 9.74360 15.74597  C23 1.506, H116 1.083, H149 1.079, H170 1.098
51 C 22.90964 9.93180 14.02515  C23 1.495, H69 1.091, H71 1.114, H95 1.091
52 C 13.32274 7.85467 9.10110  C59 1.501, H101 1.087, H136 1.088, H145 1.090
53 C 17.63889 7.82594 15.83871  C40 1.503, H107 1.090, H110 1.064, H126 1.096
54 C 15.31660 9.58387 17.79988  C64 1.542, H75 1.087, H138 1.099, H146 1.089
55 C 11.49031 12.51783 9.53061  O12 1.211, C28 1.536, C61 1.498
56 C 8.82784 18.66567 17.32603  C58 1.506, H89 1.071, H96 1.096, H159 1.079
57 C 18.25769 16.16487 10.83898  O13 1.220, C19 1.491, C32 1.498
58 C 8.92974 17.83943 16.07084  O11 1.216, C38 1.523, C56 1.506
59 C 14.79275 8.06956 9.31511  O5 1.215, C25 1.573, C52 1.501
60 C 11.89723 8.30682 14.86719  O15 1.226, C44 1.548, C63 1.496
61 C 10.29224 13.10493 10.21268  C55 1.498, H131 1.098, H133 1.106, H144 1.099
62 C 9.60442 12.01856 14.48957  C37 1.533, H91 1.072, H108 1.097, H127 1.103
63 C 12.26250 7.10264 14.05804  C60 1.496, H80 1.088, H102 1.084, H166 1.065
64 C 14.05702 10.40347 18.14523  O3 1.218, C36 1.486, C54 1.542
65 C 18.36752 11.64342 11.14666  C49 1.522, H141 1.087, H143 1.094, H153 1.093
66 C 15.35122 13.07457 15.33468  C26 1.505, H104 1.083, H106 1.088, H152 1.094
67 C 11.08057 12.97244 16.39882  C37 1.519, H70 1.088, H140 1.097, H157 1.101
68 C 18.41632 18.32676 14.92003  C20 1.474, H74 1.089, H82 1.080, H162 1.087
69 H 22.18776 10.47735 13.41631  C51 1.091
70 H 10.98733 13.58397 17.29418  C67 1.088
71 H 22.94235 8.89986 13.60595  C51 1.114
72 H 18.38695 12.61212 13.86825  C47 1.094
73 H 13.16468 11.17992 9.69646  C28 1.064
74 H 17.38053 18.65274 15.00695  C68 1.089
75 H 15.05579 8.59432 17.43291  C54 1.087
76 H 15.05795 19.05218 16.64814  C41 1.071
77 H 13.98193 9.02068 15.28864  C44 1.089
78 H 8.78626 7.54969 9.83691  C45 1.109
79 H 8.86921 6.62818 11.30282  C45 1.078
80 H 11.69407 6.28577 14.49861  C63 1.088
81 H 16.99284 16.16637 15.85595  C21 1.079
82 H 18.86700 18.90463 14.12640  C68 1.080
83 H 20.02807 13.08366 13.89123  C47 1.076
84 H 15.57419 14.92334 8.19955  C31 1.091
85 H 15.50844 11.38268 7.16929  C43 1.106
86 H 12.69590 9.95619 16.07647  C44 1.087
87 H 13.35596 15.17939 16.30868  C22 1.095
88 H 13.34283 9.50441 19.90490  C36 1.076
89 H 8.51588 18.04567 18.14232  C56 1.071
90 H 13.06246 12.24891 11.06092  C28 1.102
91 H 9.99251 11.06140 14.77524  C62 1.072
92 H 11.93708 16.70476 13.43461  C42 1.077
93 H 14.68595 9.45215 11.03099  C25 1.093
94 H 13.19964 16.21128 17.76383  C22 1.086
95 H 23.89716 10.35051 13.82376  C51 1.091
96 H 9.80348 19.11166 17.55210  C56 1.096
97 H 19.49467 14.33864 16.49188  C39 1.092
98 H 9.17516 9.02702 13.34321  C46 1.114
99 H 14.63283 14.29712 12.15315  C34 1.088
100 H 14.00107 11.67946 13.39681  C48 1.092
101 H 12.84150 8.82739 9.16212  C52 1.087
102 H 13.32067 6.87391 14.11167  C63 1.084
103 H 16.32142 8.77254 10.75928  C25 1.085
104 H 14.51923 12.66532 15.89472  C66 1.083
105 H 16.39516 13.85054 6.98214  C31 1.078
106 H 14.92253 13.81374 14.66090  C66 1.088
107 H 18.48782 7.16812 15.65128  C53 1.090
108 H 8.55285 11.97991 14.17907  C62 1.097
109 H 18.31673 18.29419 10.38169  C32 1.090
110 H 17.99407 8.73841 16.25391  C53 1.064
111 H 14.44548 16.02460 12.66051  C34 1.089
112 H 10.62736 15.59728 13.02836  C42 1.071
113 H 18.43956 9.35902 13.83220  C18 1.072
114 H 19.22583 17.81128 11.80741  C32 1.108
115 H 11.72084 16.26875 11.79156  C42 1.075
116 H 20.77000 8.79088 15.32582  C50 1.083
117 H 18.56526 7.70887 13.17503  C18 1.091
118 H 18.84750 12.68529 16.74251  C39 1.080
119 H 15.94550 10.69361 8.75331  C43 1.097
120 H 17.36839 8.84821 12.54008  C18 1.081
121 H 10.96572 17.17607 15.71002  C38 1.095
122 H 20.13204 15.50005 10.25913  C19 1.087
123 H 9.75757 16.01591 15.22326  C38 1.092
124 H 14.95412 18.03315 18.13833  C41 1.085
125 H 15.48009 12.08782 12.48271  C48 1.102
126 H 17.02062 7.31692 16.58639  C53 1.096
127 H 10.27528 12.49830 13.75714  C62 1.103
128 H 18.82307 13.90832 12.84216  C47 1.094
129 H 14.98359 7.82180 11.48725  C25 1.095
130 H 12.85462 10.00776 14.27676  C44 1.110
131 H 9.97022 14.01337 9.68745  C61 1.098
132 H 19.82670 13.40708 18.00151  C39 1.079
133 H 9.51389 12.32574 10.10970  C61 1.106
134 H 10.11232 16.24594 16.94558  C38 1.087
135 H 16.22851 17.79571 17.04943  C41 1.106
136 H 12.86435 7.26191 9.88944  C52 1.088
137 H 15.19393 10.44600 13.14895  C48 1.077
138 H 15.98716 10.09406 17.09393  C54 1.099
139 H 17.13569 13.64742 19.79678  C29 1.091
140 H 11.56475 12.00756 16.59238  C67 1.097
141 H 17.79875 10.80417 11.53818  C65 1.087
142 H 17.15635 11.56126 7.82284  C43 1.106
143 H 17.74089 12.52859 11.00029  C65 1.094
144 H 10.45701 13.33685 11.27445  C61 1.099
145 H 13.15675 7.37767 8.13563  C52 1.090
146 H 15.83679 9.46199 18.74914  C54 1.089
147 H 14.69403 15.33703 17.53652  C22 1.104
148 H 17.67287 14.84948 14.88454  C21 1.091
149 H 20.87315 9.82190 16.80506  C50 1.079
150 H 13.66336 15.40598 11.16094  C34 1.103
151 H 12.71333 8.70362 18.52620  C36 1.086
152 H 16.06234 13.45907 16.07114  C66 1.094
153 H 18.83530 11.30602 10.21876  C65 1.093
154 H 17.45766 17.87969 11.86687  C32 1.091
155 H 12.09798 10.25577 18.99787  C36 1.073
156 H 19.18496 16.22533 8.91701  C19 1.086
157 H 11.73918 13.48293 15.67907  C67 1.101
158 H 16.19124 13.01376 18.47944  C29 1.081
159 H 8.09785 19.44265 17.16259  C56 1.079
160 H 7.85470 8.95293 12.13365  C46 1.061
161 H 10.33207 6.71381 10.28059  C45 1.087
162 H 18.94870 18.63457 15.81654  C68 1.087
163 H 14.63284 13.81486 7.19138  C31 1.079
164 H 18.86413 14.57154 9.51084  C19 1.094
165 H 11.89696 10.93605 10.91599  C28 1.085
166 H 12.02627 7.19215 13.02310  C63 1.065
167 H 17.70551 12.19743 18.85582  C29 1.083
168 H 16.61107 16.05378 14.12831  C21 1.119
169 H 8.95844 10.25091 12.03675  C46 1.086
170 H 20.45849 10.50080 15.23399  C50 1.098